Here is 7 unconnected molecules or ions with the total composition C26H34F18O16S in a non-equilibrium geometry from the OMol25 dataset. Energies are from ωB97M-V with the def2-TZVPD basis set.

Values from the calculation:
E_HOMO (spin up / spin down) = -12.9 / -12.9 eV
gap between HOMO and LUMO (spin up / spin down) = 9.18 / 2.99 eV
multiplicity = 2
total charge = +1

XYZ file:
```
95
Properties=species:S:1:pos:R:3:forces:R:3
S -20.826 22.114 -8.191 -1.64 -0.35 1.68
F -18.420 21.011 -11.432 0.38 -0.03 1.49
F -20.211 24.007 -4.548 -0.52 0.81 0.54
F -17.154 15.951 -6.718 0.39 0.19 -1.16
F -17.142 17.870 -9.017 -0.71 -0.02 0.51
F -24.836 16.894 -3.996 1.02 1.49 -0.54
F -20.619 25.754 -9.485 -0.52 0.15 0.88
F -20.703 25.811 -7.298 -0.11 -0.13 -0.25
F -23.344 18.124 -2.968 -0.27 -0.13 -1.50
F -18.682 17.015 -5.679 -0.65 0.42 0.01
F -20.658 25.379 -2.894 0.81 0.56 0.29
F -24.992 19.085 -3.955 0.00 -0.19 -0.46
F -20.489 21.582 -11.451 -0.10 0.08 0.52
F -17.214 15.779 -4.600 -0.61 1.06 -0.80
F -16.286 19.072 -10.568 0.09 -0.29 -0.01
F -22.555 25.981 -8.450 0.75 -0.18 0.13
F -17.241 17.203 -11.081 -0.96 -0.13 -0.45
F -19.019 23.125 -10.888 -0.01 -1.63 -0.43
F -21.575 25.688 -4.836 0.49 1.30 -0.89
O -22.475 22.810 -3.904 2.39 0.07 -1.33
O -19.947 28.291 -8.042 -4.73 -1.98 -1.87
O -14.539 16.722 -11.054 -1.08 0.52 0.67
O -24.104 17.835 -6.470 0.55 0.54 1.98
O -21.082 20.488 -8.427 0.90 2.64 0.59
O -20.142 22.506 -13.790 0.79 -0.75 -0.37
O -16.545 18.928 -6.049 -0.77 1.51 -1.22
O -21.313 22.962 -9.229 0.88 -1.67 1.05
O -17.825 22.644 -13.509 -4.89 -1.78 1.22
O -14.898 16.475 -8.844 -2.08 2.32 -0.57
O -19.116 21.895 -8.368 0.32 -0.38 0.28
O -15.604 17.708 -4.417 -1.47 -0.95 -0.51
O -21.074 22.510 -6.788 1.46 -1.42 -3.13
O -23.313 24.619 -3.031 0.20 1.28 0.23
O -21.995 28.526 -9.144 1.00 -3.30 0.71
O -22.150 18.527 -5.401 -2.23 -0.42 -0.01
C -23.143 30.537 -9.362 -0.17 0.27 0.11
C -14.007 15.413 -8.788 1.84 -1.78 1.43
C -23.617 22.021 -3.727 -1.95 -0.92 -0.58
C -17.418 16.653 -5.648 1.63 -0.68 2.54
C -24.560 22.019 -4.985 1.41 0.44 -0.42
C -18.639 20.530 -8.143 -3.08 1.05 1.02
C -19.005 22.347 -13.137 3.97 3.20 -1.76
C -14.756 18.710 -3.896 0.86 2.06 -0.38
C -23.326 18.198 -5.372 1.60 -0.59 -3.12
C -24.129 18.073 -4.081 -1.06 -1.00 2.43
C -20.099 22.611 -15.236 0.17 0.05 -1.48
C -16.480 17.941 -5.409 1.06 -1.99 1.43
C -22.848 16.360 -7.986 0.71 0.36 1.16
C -21.246 26.306 -8.395 -0.65 0.12 -1.23
C -19.953 19.740 -7.876 0.02 -0.66 -1.28
C -21.043 27.814 -8.496 4.22 3.84 1.09
C -13.303 18.415 -4.127 0.23 -0.95 -0.40
C -23.599 17.643 -7.809 -0.04 -0.09 -0.91
C -16.506 17.802 -10.181 1.72 -0.04 0.32
C -20.064 21.282 -15.969 0.52 -0.38 1.14
C -21.790 29.896 -9.379 -0.58 1.29 0.65
C -15.198 16.959 -10.071 1.90 -0.84 -0.31
C -21.153 24.811 -3.961 0.54 -1.36 -0.46
C -19.255 22.023 -11.666 0.13 0.56 -1.33
C -13.340 15.281 -7.376 -0.17 0.28 -0.62
C -22.393 24.093 -3.582 -3.31 -2.33 1.24
H -22.940 18.446 -8.140 -0.23 0.40 0.36
H -24.760 23.036 -5.322 -0.58 0.17 0.59
H -14.935 18.884 -2.835 -0.38 -0.59 0.00
H -21.947 16.594 -7.418 0.56 -1.02 -0.17
H -22.978 31.579 -9.637 -0.31 0.08 0.01
H -25.452 21.394 -4.953 0.01 0.34 0.63
H -20.656 20.616 -15.340 -0.64 -0.38 -0.89
H -19.085 20.806 -16.030 0.27 0.32 0.23
H -13.197 15.493 -9.513 -0.29 0.19 -0.16
H -24.214 22.306 -2.860 0.32 0.19 0.10
H -21.378 30.104 -10.367 0.81 -0.44 0.32
H -19.246 23.154 -15.644 -0.09 0.68 0.85
H -21.282 30.291 -8.500 0.83 0.15 -0.64
H -21.046 23.069 -15.521 0.23 0.35 0.40
H -20.345 21.475 -17.004 -0.62 -0.38 0.21
H -23.523 30.494 -8.342 -0.39 0.03 -0.19
H -12.732 19.334 -4.004 0.17 -0.28 0.63
H -24.032 21.666 -5.871 0.49 -0.48 0.07
H -14.900 19.687 -4.357 -0.75 -0.13 -0.32
H -14.595 14.517 -8.987 0.21 -0.18 -0.15
H -23.189 21.031 -3.574 -0.28 -0.01 0.11
H -23.371 15.511 -7.544 0.06 0.01 -0.18
H -22.638 16.211 -9.045 0.08 -0.11 0.13
H -13.984 14.918 -6.575 -0.25 -0.02 -0.25
H -12.891 16.211 -7.027 -0.17 0.25 -0.24
H -17.991 20.197 -8.953 0.14 0.29 -0.20
H -18.135 20.573 -7.177 0.96 0.19 0.10
H -20.128 19.465 -6.836 -0.03 0.31 0.12
H -13.017 17.556 -3.519 0.52 0.38 0.28
H -23.816 30.066 -10.078 -0.10 0.09 0.13
H -13.077 18.107 -5.148 -0.40 0.05 -0.24
H -24.413 17.558 -8.528 -0.69 0.77 0.74
H -12.494 14.599 -7.459 -0.15 -0.20 -0.11
H -19.958 18.833 -8.482 0.05 -0.11 0.15
```
Positions in Å, forces in eV/Å.